Arrangement w

Below is a cluster of 13 separate species, C7H39NO12 in total, with properties calculated with the ωB97M-V functional and the def2-TZVPD basis.

molecular weight: 329.38 g/mol
E_HOMO (spin up / spin down): -13.021 / -13.018 eV
multiplicity: 2
charge: +1
expectation value of S²: 0.75

Cartesian coordinates (Å):
C 0.413 0.362 0.554
C -0.677 1.330 0.032
C -0.993 2.405 1.093
C -0.308 3.534 0.922
C -0.054 -1.105 0.394
N -0.085 -1.675 -0.951
C 1.310 -1.878 -1.540
C -0.787 -2.919 -1.025
H 0.663 0.596 1.588
H 1.375 0.523 0.063
H -1.543 0.664 -0.141
H -0.438 1.805 -0.921
H -1.677 2.100 1.868
H -0.083 4.416 1.491
H 0.326 3.540 0.027
H 0.490 -1.898 0.968
H -1.013 -1.309 0.890
H 1.295 -2.703 -2.246
H 1.668 -0.912 -1.877
H 2.019 -2.157 -0.734
H -0.173 -3.805 -0.941
H -1.555 -3.040 -0.262
H -1.434 -3.051 -1.885
H -5.004 -0.775 0.499
H -4.494 0.171 1.538
O -4.848 -0.729 1.464
H 2.620 0.989 2.589
H 3.774 -0.100 2.527
O 3.413 0.701 2.134
H -0.213 0.159 -2.400
H 3.253 0.915 -2.542
O 2.787 0.968 -3.381
H 1.599 2.994 -2.032
H 2.616 1.887 -3.647
O 1.428 3.252 -2.950
H 0.672 1.975 3.956
H 1.586 3.095 3.407
O 1.404 2.143 3.334
H -4.701 -1.541 -1.678
H -3.325 -0.794 -1.540
O -4.246 -0.785 -1.294
H -2.397 -0.671 3.019
H -3.517 -1.644 2.586
O -2.647 -1.599 3.037
H -0.849 -0.382 -4.818
H -2.251 -0.616 -4.059
O -1.592 -0.958 -4.639
H 1.383 -2.066 3.376
H 1.280 -0.579 2.996
O 1.916 -1.270 3.231
H 0.531 3.040 -3.171
H 1.050 0.728 -3.182
O 0.054 0.697 -3.130
H -1.209 -2.539 2.513
H -0.457 -3.420 3.493
O -0.316 -2.933 2.666
H 3.663 1.049 0.037
H 4.415 2.290 -0.538
O 3.883 1.528 -0.763

Arrangement x

Below is a cluster of 13 separate species, C7H39NO12 in total, with properties calculated with the ωB97M-V functional and the def2-TZVPD basis.

molecular weight: 329.38 g/mol
E_HOMO (spin up / spin down): -12.201 / -11.899 eV
multiplicity: 2
charge: +1
expectation value of S²: 0.75

Cartesian coordinates (Å):
C 1.188 1.939 3.560
C 0.582 1.221 2.233
C 1.469 0.078 1.765
C 1.118 -0.067 0.279
C 2.174 -0.796 -0.418
C 2.069 -2.008 -0.924
C 3.247 -2.699 -1.479
N 0.138 2.216 4.532
H 2.037 1.359 4.018
H 1.831 2.903 3.578
H 0.465 1.975 1.493
H -0.405 0.989 2.472
H 1.471 -0.721 2.501
H 2.523 0.476 1.909
H 1.024 0.959 -0.114
H 0.157 -0.649 0.177
H 3.125 -0.234 -0.436
H 1.176 -2.620 -0.998
H 4.149 -2.188 -1.510
H 3.292 -3.616 -0.844
H 3.109 -3.076 -2.551
H -0.397 1.421 4.424
H -0.400 3.152 4.218
H -2.668 -1.801 -1.497
H -4.065 -1.830 -0.931
O -3.636 -1.660 -1.721
H -1.947 0.944 -3.448
H -2.144 -0.209 -4.324
O -1.518 0.517 -4.073
H 0.906 -2.133 -4.063
H -0.031 -0.944 -4.216
O 0.574 -1.373 -3.517
H -1.026 -1.517 -2.018
H -0.286 -2.520 -1.408
O -0.743 -1.772 -1.112
H 2.042 0.499 -3.048
H 3.312 0.040 -3.352
O 2.890 0.903 -3.340
H -0.524 -2.780 0.838
H -1.771 -2.236 1.805
O -1.105 -2.919 1.661
H -1.954 2.345 -1.498
H -3.321 2.600 -2.656
O -2.629 1.896 -1.994
H 0.237 2.803 -1.355
H -0.252 3.411 0.070
O -0.583 3.209 -0.867
H 0.364 -1.863 2.891
H -0.125 -2.101 4.203
O 0.737 -2.105 3.797
H 1.504 3.333 1.141
H 1.647 4.834 1.628
O 1.208 4.242 1.157
H -4.219 -1.431 2.046
H -3.336 -0.883 0.846
O -4.210 -1.170 1.166
H -2.811 0.052 -0.855
H -3.128 1.245 0.051
O -2.530 0.361 0.107

It comes down to arrangement w, which is 0.1811 hartree more stable than the next structure.

Arrangement w

Below is a structure of composition C5H11N, with properties calculated with the ωB97M-V functional and the def2-TZVPD basis.

molecular weight: 85.15 g/mol
E_HOMO (spin up / spin down): -1.007 / -1.405 eV
multiplicity: 2
charge: -1
expectation value of S²: 0.76

Cartesian coordinates (Å):
C -2.251 0.189 1.350
C -1.281 -0.723 0.582
C 0.228 -0.147 0.523
C 0.230 0.999 -0.467
N 1.612 0.545 -0.632
C 1.757 -0.552 -1.578
H -1.728 0.546 2.218
H -2.560 1.080 0.744
H -3.173 -0.398 1.519
H -1.548 -0.721 -0.471
H -1.272 -1.702 1.089
H 0.310 0.226 1.541
H 0.862 -1.052 0.644
H 0.356 2.026 -0.084
H 0.752 -0.842 -1.891
H 2.349 -1.411 -1.201
H 2.362 -0.213 -2.413

Arrangement x

Below is the ion C5H11N with charge -1, with properties calculated with the ωB97M-V functional and the def2-TZVPD basis.

molecular weight: 85.15 g/mol
E_HOMO (spin up / spin down): 1.411 / -4.396 eV
multiplicity: 2
charge: -1
expectation value of S²: 0.75

Cartesian coordinates (Å):
C 1.065 -2.142 1.399
N 1.195 -1.499 0.019
C 0.749 -0.124 -0.029
C -0.689 0.340 -0.120
C -0.772 1.876 -0.428
C -1.657 2.373 -1.328
H 0.160 -1.789 1.936
H 1.938 -1.837 1.865
H 1.010 -3.214 1.264
H 0.528 -2.079 -0.618
H 1.402 0.293 -0.847
H 1.242 0.484 0.744
H -1.281 -0.035 0.751
H -1.056 -0.249 -1.059
H 0.046 2.439 0.015
H -2.545 1.949 -1.742
H -1.334 3.214 -1.821

It comes down to arrangement x, which is 0.0468 hartree more stable than the next structure.

Arrangement w

Below is a cluster of 2 separate species, CH6P2S in total, with properties calculated with the ωB97M-V functional and the def2-TZVPD basis.

molecular weight: 112.07 g/mol
E_HOMO (spin up / spin down): -6.859 / -10.021 eV
multiplicity: 3
expectation value of S²: 2.01

Cartesian coordinates (Å):
C -1.215 0.697 -0.275
P 1.298 2.278 -0.313
P -0.535 -1.855 1.099
S -0.865 -0.914 -0.764
H -1.442 0.880 0.758
H -1.632 1.319 -1.040
H 1.918 1.310 0.481
H 1.704 1.621 -1.474
H 0.745 -2.330 0.798
H -1.123 -3.055 0.687

Arrangement x

Below is an isolated molecule of CH6P2S, with properties calculated with the ωB97M-V functional and the def2-TZVPD basis.

molecular weight: 112.07 g/mol
E_HOMO (spin up / spin down): -4.398 / -9.896 eV
multiplicity: 3
expectation value of S²: 2.01

Cartesian coordinates (Å):
C -0.420 0.064 -0.370
P -1.563 -1.118 0.440
P 0.969 0.696 0.492
S 2.436 -0.617 -0.070
H -1.076 1.074 -0.426
H 1.581 -0.633 -1.102
H -1.782 -1.933 -0.602
H -2.761 -0.521 0.048
H 1.311 1.855 -0.254
H 1.304 1.132 1.846

It comes down to arrangement w, which is 0.1039 hartree more stable than the next structure.

Arrangement w

Below is a cluster of 3 separate species, C5H13NO4 in total, with properties calculated with the ωB97M-V functional and the def2-TZVPD basis.

molecular weight: 151.16 g/mol
E_HOMO: -9.606 eV
SMILES string: CCC(=O)NCC=O.O.O

Cartesian coordinates (Å):
C 1.073 0.492 -1.267
C 1.773 -0.679 -2.038
C -0.394 -0.030 -0.973
N -0.721 -0.387 0.278
C -0.005 0.164 1.458
C -0.863 0.558 2.759
O -0.340 1.388 3.483
O -1.274 -0.153 -1.847
H 1.686 0.936 -0.471
H 0.831 1.378 -2.004
H 2.633 -1.179 -1.511
H 2.100 -0.317 -2.915
H 1.107 -1.431 -2.396
H -1.781 -0.704 0.401
H 0.392 1.136 1.014
H 0.762 -0.617 1.650
H -1.619 -0.206 3.079
H -0.256 -3.871 0.075
H -0.764 -2.451 -0.493
O -0.971 -3.408 -0.170
H -0.847 3.133 -0.090
H -1.415 3.505 1.236
O -1.106 2.743 0.741

Arrangement x

Below is a cluster of 2 separate species, C5H13NO4 in total, with properties calculated with the ωB97M-V functional and the def2-TZVPD basis.

molecular weight: 151.16 g/mol
E_HOMO: -9.375 eV
SMILES string: CO[C@H](N)O.COC(C)=O

Cartesian coordinates (Å):
C -0.784 -0.086 1.852
C 1.236 -1.422 1.007
N -2.143 -0.242 1.565
O 0.027 -0.816 0.626
O -0.382 1.186 1.895
H -0.559 1.594 0.922
H -0.484 -0.643 2.750
H -2.408 0.296 0.748
H -2.412 -1.211 1.459
H 1.050 -2.271 1.678
H 1.896 -0.714 1.525
H 1.720 -1.810 0.107
C -0.959 -0.439 -2.419
C 1.745 1.359 -0.686
C 0.352 0.902 -1.011
O 0.324 0.067 -2.044
O -0.655 1.505 -0.615
H -1.649 0.381 -2.619
H -1.343 -1.068 -1.614
H -0.792 -1.034 -3.313
H 2.476 0.628 -1.015
H 1.920 2.313 -1.184
H 1.823 1.526 0.386

It comes down to arrangement x, which is 0.0546 hartree more stable than the next structure.